A cluster of 6 separate species, C39H85BBrN3O18S5 in total in a non-equilibrium geometry, computed with ωB97M-V/def2-TZVPD.

- total energy (Eh) = -7645.4428
- maximum force (eV/Å) = 1.79
- LUMO (Eh) = 0.0099
- SMILES string = CCCCCCCCCCCCCCCC[C@@](C#N)(NCCCC)[C@@](Br)(C#N)OB(O)O.CCOS(C)(=O)=O.CCOS(C)(=O)=O.CCOS(C)(=O)=O.CCOS(C)(=O)=O.CCOS(C)(=O)=O

Geometry (Å):
C  0.79630  -0.36254  2.41653
C  0.88452  0.97610  1.69608
C  -0.47720  1.38520  1.09253
C  -0.39256  1.64068  -0.41356
C  -1.71670  1.55891  -1.17171
C  -2.55794  0.30551  -0.91453
C  -1.76593  -0.99386  -0.89810
C  -1.09270  -1.34273  -2.22327
C  -0.13599  -2.52782  -2.06220
C  0.45825  -3.01360  -3.38026
C  1.27208  -4.31178  -3.25495
C  2.27506  -4.37445  -2.09861
C  3.27114  -3.19265  -2.02879
C  4.70312  -3.70589  -1.98758
C  5.83051  -2.66315  -1.87136
C  6.49286  -2.16371  -3.16956
C  5.93180  -0.94943  -3.96969
C  4.86494  -0.27138  -3.23261
N  4.05347  0.23142  -2.57527
N  6.98719  0.03515  -4.27024
C  7.42234  0.89833  -3.14955
C  6.90357  2.34653  -3.25756
C  6.05903  2.87646  -2.08830
C  4.67389  3.40633  -2.49561
C  5.39553  -1.34308  -5.41454
Br  4.32438  -2.98174  -5.40610
C  4.48612  -0.29885  -5.92345
N  3.79450  0.54062  -6.32929
O  6.48991  -1.46532  -6.24218
B  6.36062  -2.11991  -7.48605
O  7.03149  -3.29449  -7.65496
O  5.66865  -1.56614  -8.51565
H  0.20726  -0.27225  3.32744
H  1.78606  -0.74634  2.66169
H  0.30486  -1.09542  1.77665
H  1.62793  0.89212  0.90354
H  1.21528  1.74756  2.38827
H  -0.79869  2.30029  1.57491
H  -1.20988  0.62118  1.33831
H  0.32696  0.94794  -0.85338
H  0.00712  2.64159  -0.55941
H  -2.31541  2.43103  -0.90211
H  -1.49820  1.65424  -2.23604
H  -3.02114  0.42188  0.06705
H  -3.37953  0.27203  -1.62744
H  -2.42069  -1.82537  -0.63177
H  -0.98478  -0.94006  -0.14336
H  -1.82917  -1.59709  -2.98864
H  -0.50351  -0.50334  -2.59518
H  -0.66666  -3.36161  -1.59377
H  0.66258  -2.21202  -1.39426
H  1.10496  -2.22823  -3.78237
H  -0.33739  -3.14404  -4.11378
H  1.75946  -4.52450  -4.20716
H  0.55059  -5.11850  -3.10157
H  2.87069  -5.27458  -2.25100
H  1.74180  -4.49648  -1.16184
H  3.09940  -2.54430  -2.87838
H  3.10128  -2.62385  -1.11588
H  4.77191  -4.33130  -1.09553
H  4.91523  -4.35904  -2.83272
H  5.52965  -1.83382  -1.23233
H  6.63525  -3.17023  -1.33714
H  6.59532  -3.02051  -3.83253
H  7.50698  -1.87133  -2.90702
H  7.77898  -0.51077  -4.57828
H  8.50703  0.93587  -3.22170
H  7.20077  0.46292  -2.17262
H  7.77658  2.98827  -3.36117
H  6.36432  2.42320  -4.19827
H  6.59653  3.71410  -1.64791
H  5.97219  2.12614  -1.30637
H  4.40873  3.08997  -3.50162
H  4.66700  4.49396  -2.48920
H  3.90350  3.04133  -1.83155
H  6.58727  -3.86403  -8.29075
H  5.34133  -0.67784  -8.33712
O  2.80271  -6.11637  0.63477
S  3.26266  -6.05989  1.98930
O  4.11630  -7.09130  2.48916
O  2.01026  -5.89643  2.94568
C  0.92492  -6.84079  2.78164
C  1.22000  -8.17898  3.42477
C  3.99414  -4.49068  2.30187
H  0.69784  -6.94174  1.71942
H  0.07473  -6.36392  3.26078
H  2.02000  -8.70353  2.90407
H  0.32524  -8.80093  3.39940
H  1.52506  -8.04337  4.46121
H  3.31704  -3.71379  1.95638
H  4.92818  -4.46192  1.74496
H  4.18519  -4.40167  3.36757
O  -5.19880  -3.49203  0.38839
S  -5.74828  -2.74638  -0.70323
O  -5.49539  -1.34437  -0.81294
O  -7.31338  -3.00626  -0.76376
C  -8.06482  -2.81995  0.45874
C  -8.33280  -1.35965  0.75806
C  -5.32881  -3.52231  -2.22431
H  -7.53937  -3.31070  1.27869
H  -8.99472  -3.35852  0.29055
H  -7.41509  -0.82865  1.00613
H  -9.01639  -1.27932  1.60324
H  -8.78017  -0.86861  -0.10559
H  -5.56544  -4.58000  -2.15587
H  -4.25982  -3.37587  -2.36592
H  -5.88643  -3.04419  -3.02461
O  -4.08038  4.83054  3.21536
S  -3.02591  5.15496  2.30405
O  -1.72801  4.57531  2.46663
O  -2.88741  6.72950  2.21202
C  -2.76571  7.46537  3.45391
C  -1.36774  7.38801  4.03470
C  -3.56790  4.87862  0.65370
H  -3.51497  7.10276  4.15832
H  -3.02332  8.48630  3.19524
H  -1.12712  6.38169  4.37513
H  -1.28897  8.06688  4.88399
H  -0.62758  7.67123  3.28660
H  -4.53055  5.36320  0.51821
H  -3.65991  3.80201  0.52797
H  -2.82332  5.27723  -0.03009
O  -4.79615  9.38130  1.90342
S  -5.35941  10.16998  0.84903
O  -5.15392  11.58377  0.84024
O  -6.91157  9.85528  0.75852
C  -7.68047  9.93286  1.98252
C  -8.00964  11.35897  2.37149
C  -4.89841  9.50014  -0.70917
H  -7.14305  9.41053  2.77461
H  -8.58629  9.36995  1.76929
H  -7.11654  11.90908  2.66351
H  -8.70354  11.35698  3.21202
H  -8.46887  11.88667  1.53625
H  -5.09861  8.43278  -0.70372
H  -3.83455  9.69008  -0.83057
H  -5.46548  10.00479  -1.48614
O  -0.05767  -5.51055  6.43647
S  -0.64743  -4.33573  7.00401
O  -1.92110  -4.42620  7.64575
O  -0.68883  -3.20287  5.89426
C  -1.26579  -3.55177  4.61369
C  -2.78031  -3.54754  4.63633
C  0.49577  -3.55123  8.08498
H  -0.87007  -4.51447  4.29460
H  -0.88869  -2.79386  3.93000
H  -3.17136  -4.35096  5.25897
H  -3.16239  -3.67723  3.62325
H  -3.15217  -2.60454  5.03559
H  1.44762  -3.44846  7.57252
H  0.59635  -4.19365  8.95652
H  0.09474  -2.58314  8.37119

Forces on atoms 1 to 2 (eV/Å):
C 0.11 0.03 -0.07
C -0.37 -0.11 -0.04

=====

A structure of composition C2H3N3O in a non-equilibrium geometry, computed with ωB97M-V/def2-TZVPD.

- total energy (Eh) = -317.4003
- maximum force (eV/Å) = 1.34
- LUMO (Eh) = 0.0221
- relative energy (zero: lowest compared OMol25 entry of this formula, charge and spin) (kJ/mol) = 346.7

Geometry (Å):
N  0.65586  0.75381  1.00313
C  -0.39465  0.39590  0.25722
C  -0.55621  -0.55224  -0.78239
N  0.34834  -1.36720  -1.21253
N  1.07952  -2.11880  -1.65055
O  -1.55463  0.93421  0.40314
H  0.54350  1.47302  1.70046
H  1.56676  0.34988  0.86075
H  -1.79833  0.10635  -0.53385

Forces on atoms 1 to 2 (eV/Å):
N -0.04 0.01 -0.01
C 0.17 -0.12 -0.06

=====

A structure of composition C38H28MnN5O7PS2 in a non-equilibrium geometry, computed with ωB97M-V/def2-TZVPD.

- total energy (Eh) = -4554.2667
- maximum force (eV/Å) = 1.09
- LUMO (alpha / beta) (Eh) = 0.1474 / 0.1474
- relative energy (zero: lowest compared OMol25 entry of this formula, charge and spin) (kJ/mol) = 121.9
- 2S+1 = 2
- ⟨S²⟩ = 1.002
- charge = -2

Geometry (Å):
Mn  0.48680  0.71836  -0.68983
N  2.12901  -3.37642  -1.61299
C  1.85602  -2.03057  -1.55767
S  2.38523  -1.13251  -0.22341
N  1.19760  -1.58861  -2.61801
N  0.80504  -0.29271  -2.49559
C  0.43251  0.29042  -3.57948
C  0.42801  -0.33567  -4.93254
C  1.54608  -0.97666  -5.46095
C  1.50470  -1.53482  -6.73016
C  0.34256  -1.47540  -7.48974
C  -0.77901  -0.84749  -6.96929
C  -0.73030  -0.28171  -5.70150
C  -0.00604  1.70315  -3.42952
C  -0.04329  2.57722  -4.51314
C  -0.36778  3.90411  -4.29914
C  -0.66551  4.32306  -3.01471
C  -0.61020  3.39055  -1.99378
N  -0.28103  2.11505  -2.18987
H  2.90807  -3.67695  -1.05175
H  2.03209  -3.79534  -2.52498
H  2.44979  -1.03114  -4.87100
H  2.38609  -2.02648  -7.12423
H  0.31024  -1.92253  -8.47613
H  -1.69718  -0.80362  -7.54213
H  -1.61687  0.18261  -5.28624
H  0.20581  2.21765  -5.50096
H  -0.37318  4.60335  -5.12674
H  -0.91803  5.34980  -2.79010
H  -0.84196  3.67294  -0.97763
O  -3.36819  -1.54524  -0.40280
S  -2.03029  -1.48977  -0.95611
O  -1.92475  -1.86160  -2.34888
O  -1.36564  -0.21325  -0.63676
C  -1.08953  -2.72426  -0.03829
C  -1.26308  -4.02536  -0.51045
C  -0.66422  -5.09601  0.12579
C  0.13089  -4.86512  1.23934
C  0.30974  -3.57533  1.70793
C  -0.29676  -2.47825  1.09713
P  -0.03219  -0.75339  1.72866
C  -1.50407  -0.62103  2.87181
C  -2.68959  -1.33080  2.70460
C  -3.77905  -1.10376  3.54028
C  -3.71077  -0.15596  4.55006
C  -2.54019  0.57503  4.71744
C  -1.45607  0.33941  3.88769
C  1.27221  -0.88083  3.03542
C  2.41114  -0.10154  2.84521
C  3.38297  0.00051  3.83412
C  3.23266  -0.68833  5.02762
C  2.10720  -1.48073  5.22887
C  1.13624  -1.56720  4.24334
H  -1.86414  -4.17053  -1.39859
H  -0.80274  -6.10225  -0.25244
H  0.61897  -5.69119  1.74420
H  0.95905  -3.41048  2.55859
H  -2.79793  -2.05123  1.90369
H  -4.68914  -1.67081  3.38359
H  -4.56555  0.02685  5.19064
H  -2.47038  1.34513  5.47553
H  -0.55952  0.93410  4.02707
H  2.53965  0.44689  1.91848
H  4.24371  0.63580  3.66882
H  3.97917  -0.59619  5.80764
H  1.97516  -2.01366  6.16315
H  0.24448  -2.15651  4.42632
O  0.62743  5.67460  4.19906
C  -0.40240  5.02373  3.94130
O  -1.54484  5.10235  4.44208
C  -0.27902  4.03279  2.76123
C  -1.37176  3.27705  2.35949
C  -1.23363  2.35549  1.33606
N  -0.08643  2.18906  0.67727
C  0.96777  2.95180  1.02206
C  0.91462  3.85819  2.06331
C  2.19792  2.78272  0.12306
O  3.15531  3.53228  0.27392
O  2.07114  1.86464  -0.76032
H  -2.31012  3.40186  2.88247
H  -2.04982  1.71295  1.02185
H  1.78910  4.43780  2.32166

Forces on atoms 1 to 2 (eV/Å):
Mn -0.60 0.34 -0.85
N 0.21 0.02 0.04

=====

A structure of composition C10H20BBrEuNO3 in a non-equilibrium geometry, computed with ωB97M-V/def2-TZVPD.

- total energy (Eh) = -3981.5652
- maximum force (eV/Å) = 7.32
- LUMO (alpha / beta) (Eh) = -0.4920 / -0.4918
- 2S+1 = 8
- ⟨S²⟩ = 15.759
- charge = +3

Geometry (Å):
C  4.32088  -0.34510  0.29190
O  3.27606  0.26581  -0.54779
B  2.43198  -0.32191  -1.34560
O  2.47022  -1.19393  -2.33152
C  0.76943  0.17613  -0.90489
Br  0.25199  1.02046  -2.58931
C  0.16230  -1.20462  -0.71018
C  -1.23390  -1.18753  -0.00800
C  -1.41761  -2.55544  0.65089
C  -2.36298  -0.95775  -1.02340
N  -1.30088  -0.15342  1.06292
O  -2.40383  -0.15749  1.69767
C  -0.71564  1.19851  0.93904
C  -0.52352  1.79902  2.32860
C  -1.75184  2.06620  0.14375
C  0.66791  1.12051  0.25635
H  4.82056  0.46778  0.80702
H  3.86629  -1.04835  0.98892
H  4.98529  -0.89855  -0.37131
H  3.21874  -1.28726  -2.93878
H  0.04875  -1.70926  -1.67148
H  0.85160  -1.82654  -0.12260
H  -1.25329  -3.35350  -0.07794
H  -0.71824  -2.68481  1.48060
H  -2.43147  -2.65118  1.04537
H  -2.16070  -0.09854  -1.69638
H  -3.29678  -0.81836  -0.47043
H  -2.48693  -1.82119  -1.68144
H  0.13579  1.17038  2.93047
H  -0.07914  2.79614  2.25447
H  -1.48036  1.87342  2.85050
H  -2.02453  2.98979  0.67227
H  -2.66597  1.46561  0.00323
H  -1.27689  2.32532  -0.81762
H  1.38005  0.77940  1.01403
H  0.98660  2.12757  -0.02540
Eu  -3.05998  2.63268  -2.08390

Forces on atoms 1 to 2 (eV/Å):
C -0.03 -0.08 -1.04
O 1.26 0.23 1.71